{"formula": "C7H28O9", "method": "ωB97M-V/def2-TZVPD", "smiles": "C=C(C)CCCC=O.O.O.O.O.O.O.O.O", "homo_energy_ev": -8.99, "total_charge": 0, "homo_lumo_gap_ev": 8.92, "molar_mass_g_mol": 256.3, "e_above_lowest_ev": 2.1765, "elements": ["O", "C", "C", "C", "C", "C", "C", "C", "H", "H", "H", "H", "H", "H", "H", "H", "H", "H", "H", "H", "H", "H", "O", "H", "H", "O", "H", "H", "O", "H", "H", "O", "H", "H", "O", "H", "H", "O", "H", "H", "O", "H", "H", "O"], "xyz": [[2.456, 3.430, 0.404], [1.756, 2.508, 0.739], [0.325, 2.392, 0.211], [0.426, 1.919, -1.241], [0.822, 0.455, -1.279], [0.033, -0.886, -3.226], [0.881, 0.000, -2.707], [2.009, 0.523, -3.503], [2.231, 1.625, 1.181], [-0.154, 3.388, 0.303], [-0.379, 1.834, 0.807], [1.108, 2.609, -1.776], [-0.555, 1.971, -1.741], [0.201, -0.168, -0.594], [1.828, 0.224, -0.878], [-0.005, -0.929, -4.310], [-0.746, -1.354, -2.654], [2.721, -0.246, -3.801], [1.699, 1.088, -4.390], [2.743, 1.214, -3.063], [0.234, 0.529, 4.254], [-0.489, 0.605, 3.062], [0.214, 0.021, 3.422], [1.525, -1.926, 0.385], [2.104, -3.140, -0.421], [1.736, -2.258, -0.518], [-0.992, -3.620, -1.627], [0.120, -2.826, -0.848], [-0.695, -3.353, -0.752], [-4.467, -0.747, -1.232], [-4.207, 0.488, -0.707], [-4.085, 0.075, -1.582], [-2.108, -1.485, 2.418], [-1.726, -0.761, 3.804], [-2.350, -0.855, 3.107], [-2.053, -3.287, 0.850], [-2.433, -1.860, 0.367], [-2.626, -2.534, 1.010], [1.751, -2.091, 2.824], [1.811, -0.616, 2.434], [2.105, -1.497, 2.154], [-1.056, 3.627, 2.476], [-0.816, 3.155, 3.766], [-0.903, 2.756, 2.874]], "atomic_forces_ev_per_a": [[-0.084, 0.196, 0.488], [-0.330, -0.175, -1.280], [-0.274, 1.463, 0.376], [-0.521, 0.319, 0.262], [1.093, -1.063, 0.330], [0.003, 1.146, -0.512], [-0.538, -1.001, 0.909], [1.592, 1.191, -1.152], [-0.111, -0.192, 0.588], [0.630, -0.062, -0.531], [0.320, -1.013, 0.156], [-0.217, -0.617, 0.148], [0.222, 0.225, 0.244], [-0.245, 0.486, -0.868], [-0.106, 0.686, 0.003], [0.130, -0.717, 0.004], [-0.266, 0.011, 0.155], [-0.467, -0.474, -0.345], [-0.142, -0.425, -0.109], [-0.766, 0.104, 0.814], [0.890, -0.646, 0.180], [0.224, -0.713, -0.960], [-0.774, 1.724, 0.896], [0.721, -0.394, -0.255], [0.143, -0.001, 0.273], [-0.400, 0.318, 0.120], [0.176, 0.103, 0.035], [0.142, -0.085, -0.222], [-0.387, -0.259, -0.014], [0.109, -0.581, -1.147], [0.494, 1.040, -0.565], [-0.585, -0.508, 1.793], [0.209, -0.425, 0.248], [0.916, -0.537, 0.296], [-1.638, 0.840, -0.384], [0.288, 0.215, -0.605], [0.427, -0.039, -0.691], [-0.732, -0.105, 1.079], [-0.057, 0.128, 0.004], [-0.173, -0.280, 0.102], [0.143, 0.036, -0.157], [-0.116, -0.437, -1.063], [0.068, -1.105, -0.004], [-0.008, 1.625, 1.362]]}



{"formula": "C13H28IN3O8P3", "method": "ωB97M-V/def2-TZVPD", "homo_energy_ev": -11.27, "total_charge": 1, "homo_lumo_gap_ev": 6.71, "molar_mass_g_mol": 574.2, "elements": ["C", "C", "C", "C", "C", "N", "C", "N", "C", "C", "P", "O", "O", "O", "C", "P", "C", "O", "P", "O", "I", "N", "H", "H", "H", "H", "H", "H", "H", "H", "H", "H", "H", "H", "H", "H", "H", "H", "H", "H", "H", "H", "H", "H", "H", "H", "C", "C", "O", "C", "O", "O", "H", "H", "H", "H"], "xyz": [[2.097, 0.645, 4.184], [1.580, 0.290, 2.668], [0.213, 1.081, 2.227], [1.476, -1.364, 2.515], [2.043, -1.766, 1.022], [1.196, -2.816, 0.303], [1.125, -2.736, -1.072], [1.785, -1.643, -1.942], [0.766, -1.408, -3.062], [0.323, 0.127, -3.426], [1.766, 1.186, -4.107], [3.041, 1.094, -3.169], [2.065, 0.673, -5.748], [1.183, 2.862, -4.170], [-0.339, -2.616, -3.055], [-2.004, -2.408, -2.146], [-2.188, -0.709, -1.296], [-1.994, -3.591, -0.829], [-0.533, -3.323, -4.828], [-0.762, -5.075, -4.696], [-2.541, -2.342, -5.962], [0.405, -3.576, -2.103], [1.699, -0.169, 4.957], [3.273, 0.521, 4.179], [1.886, 1.749, 4.531], [2.430, 0.639, 1.913], [-0.379, 0.361, 1.493], [0.507, 2.107, 1.710], [-0.528, 1.297, 3.128], [2.185, -1.919, 3.297], [0.380, -1.733, 2.705], [3.165, -2.110, 1.076], [2.002, -0.793, 0.341], [0.676, -3.592, 0.768], [2.469, -2.261, -2.458], [1.423, -1.694, -4.017], [-0.654, 0.185, -4.109], [-0.006, 0.637, -2.398], [2.766, -0.041, -5.666], [0.378, 2.810, -4.781], [-2.234, 0.105, -2.158], [-3.224, -0.611, -0.712], [-1.260, -0.439, -0.634], [-2.648, -3.285, -0.107], [-1.448, -5.285, -3.993], [0.980, -4.163, -2.749], [-2.997, 5.315, 4.156], [-1.710, 4.857, 4.762], [-1.809, 3.447, 4.711], [-2.692, 3.147, 3.713], [-2.888, 2.023, 3.282], [-3.326, 4.268, 3.262], [-2.892, 6.263, 3.622], [-3.797, 5.411, 4.897], [-0.838, 5.171, 4.178], [-1.590, 5.201, 5.793]], "atomic_forces_ev_per_a": [[0.872, -0.602, -0.070], [0.577, 0.175, 0.121], [-0.137, -0.551, 0.134], [0.678, -0.108, 0.043], [0.226, 1.720, 0.551], [0.143, 0.493, -5.136], [0.232, 0.230, -1.228], [-1.559, -1.710, 1.173], [1.226, -0.006, -3.929], [-1.460, 0.284, 1.849], [3.579, 1.297, 1.689], [-4.737, 0.072, -3.566], [-0.086, 0.058, 3.440], [-0.476, -4.559, -1.441], [1.231, 1.039, 3.677], [-2.627, -0.418, 0.642], [0.579, 1.331, 0.036], [-0.441, 2.349, 0.455], [0.760, -2.300, -0.915], [-1.099, 3.082, 1.700], [0.590, -0.375, 0.991], [-0.351, -0.151, 0.631], [0.596, 2.048, -1.581], [-2.339, 0.238, 0.098], [0.134, -2.342, -0.764], [-1.724, -0.746, 1.622], [1.122, 1.774, 1.222], [-0.772, -2.269, 1.014], [1.735, -0.534, -1.858], [-1.648, 1.377, -1.594], [1.994, 0.714, -0.510], [-2.344, 0.436, -0.166], [0.094, -2.321, 1.322], [0.555, 0.801, -0.484], [-0.340, 1.156, 1.146], [-1.430, 0.577, 1.668], [2.271, -0.451, 1.246], [0.887, -0.786, -2.282], [-0.918, 1.243, -0.171], [1.352, 0.486, 0.985], [0.043, -1.785, 1.715], [2.430, -0.508, -1.195], [-1.898, -0.325, -0.882], [1.370, -0.567, -1.775], [0.913, 0.134, -1.139], [0.191, 0.308, 1.539], [-0.493, 1.099, 0.141], [0.783, 0.736, 0.577], [-0.660, -0.583, -0.703], [-0.486, -1.932, -0.799], [0.468, 2.324, 0.882], [0.480, -1.100, 0.100], [-0.113, -0.255, -0.039], [0.082, -0.026, -0.070], [-0.082, -0.032, 0.037], [0.027, -0.240, -0.149]]}



{"formula": "C5H12BBeCl12", "method": "ωB97M-V/def2-TZVPD", "homo_energy_ev": -13.26, "total_charge": 1, "homo_lumo_gap_ev": 4.84, "molar_mass_g_mol": 517.4, "e_above_lowest_ev": 0.0000, "elements": ["Be", "B", "H", "H", "H", "H", "C", "Cl", "Cl", "Cl", "H", "C", "Cl", "Cl", "Cl", "H", "C", "Cl", "Cl", "H", "H", "C", "Cl", "Cl", "H", "H", "C", "Cl", "Cl", "H", "H"], "xyz": [[-1.526, -5.408, -1.696], [-1.176, -6.489, 0.257], [-0.914, -7.171, 1.151], [-2.340, -6.491, 0.099], [-0.877, -5.381, 0.470], [-0.598, -6.811, -0.751], [1.685, -6.016, 2.641], [0.914, -5.085, 3.893], [2.379, -7.500, 3.357], [3.026, -5.100, 1.876], [1.034, -6.286, 1.819], [-2.110, -9.795, 1.299], [-2.033, -9.743, -0.468], [-0.642, -10.537, 1.998], [-3.576, -10.512, 1.930], [-2.096, -8.754, 1.599], [0.975, -2.212, 0.424], [0.408, -3.380, -0.802], [-0.307, -1.742, 1.530], [1.772, -2.682, 0.990], [1.235, -1.285, -0.074], [-5.083, -7.546, -1.055], [-5.496, -5.990, -0.358], [-3.970, -7.275, -2.440], [-4.613, -8.219, -0.345], [-6.024, -7.957, -1.409], [-2.219, -6.471, 3.808], [-3.865, -6.519, 3.173], [-1.743, -8.081, 4.390], [-1.549, -6.140, 3.024], [-2.193, -5.818, 4.674]], "atomic_forces_ev_per_a": [[0.417, -2.514, 4.310], [-1.083, 2.195, -1.594], [0.542, -0.911, 0.438], [-1.420, -0.056, -0.567], [0.394, 1.262, 0.270], [0.713, -0.269, -2.114], [1.328, -0.583, 0.056], [-0.264, 0.280, -0.121], [-0.387, 0.279, -0.342], [-0.307, 0.064, 0.077], [-0.289, 0.015, 0.318], [0.645, 0.355, 0.505], [-0.146, -0.345, -0.094], [-0.522, 0.102, -0.384], [0.019, -0.107, -0.234], [-0.088, -0.122, 0.197], [-0.614, 0.945, 0.859], [0.110, -0.494, -1.008], [-0.093, -0.229, 0.142], [0.042, -0.114, -0.251], [0.368, -0.361, -0.331], [-0.272, 0.382, 0.220], [0.099, 0.075, 0.364], [0.390, 0.059, -0.251], [0.196, 0.212, 0.006], [0.302, -0.176, -0.445], [-0.138, -0.297, 0.462], [-0.106, 0.126, -0.204], [0.198, 0.150, -0.197], [-0.005, -0.049, 0.080], [-0.027, 0.127, -0.168]]}